[1]
Density functional theory data (the ωB97M-V functional and the def2-TZVPD basis) for a cluster of 13 separate species, C29H63N8O36S8 in total.

```
! RIJCOSX wB97M-V def2-TZVPD def2/J DEFGRID3
* xyz 1 1
C -1.53190 0.85613 1.94889
C -1.41916 0.16551 0.54921
N -0.42578 -0.92547 0.60132
C -0.48951 -2.10221 1.29193
C 0.48237 -3.04909 0.93495
N 1.00465 -2.49076 -0.23826
C 0.47029 -1.16888 -0.36408
C 1.90756 -3.04134 -1.24856
H -0.69403 1.54671 2.04459
H -1.47507 0.19162 2.81104
H -2.45809 1.40672 2.11362
H -1.17435 0.94168 -0.17587
H -2.39118 -0.20414 0.22269
H -1.26537 -2.34124 2.00419
H 0.80316 -4.00791 1.31465
H 0.68003 -0.53994 -1.21663
H 1.70443 -4.10752 -1.34911
H 2.90984 -2.79877 -0.89546
H 1.93840 -2.56229 -2.22716
C -6.72473 4.98322 -1.66428
O -5.92293 5.71172 -2.24100
N -6.76416 4.78507 -0.36229
N -7.52274 4.19860 -2.31138
H -5.95765 5.22199 0.06047
H -7.58195 4.40570 0.09313
H -7.89362 3.42488 -1.77857
H -7.41238 4.25389 -3.31381
C -3.25402 0.87864 -5.77385
O -3.02820 0.26503 -4.73291
N -4.44530 0.96551 -6.27301
N -2.39809 1.65511 -6.41934
H -5.18526 0.48799 -5.77850
H -4.57009 1.46259 -7.14332
H -2.59417 1.96988 -7.35879
H -1.43784 1.46133 -6.17343
C 3.72054 0.75156 -7.82161
O 3.26245 0.28673 -6.79305
N 4.91883 0.56063 -8.26950
N 3.11131 1.50638 -8.63854
H 5.10769 1.03784 -9.13939
H 5.49653 -0.11916 -7.79595
H 3.52653 1.71796 -9.53460
H 2.15922 1.83787 -8.57733
C -4.18369 -1.02964 8.82661
C -3.35649 -2.10562 8.09079
O -3.92315 -2.42316 6.86421
S -5.52697 -1.94940 6.77617
O -6.39247 -3.15175 6.85345
O -5.75575 -1.05353 5.63737
O -5.42372 -1.04768 8.17838
H -3.73928 -0.06544 8.57982
H -4.33092 -1.25863 9.88207
H -3.47327 -3.04987 8.62264
H -2.33226 -1.73322 8.07144
C 4.16929 5.90831 -2.75912
C 3.85817 4.41526 -2.68513
O 3.35228 4.20847 -1.42972
S 2.45055 5.44246 -0.84224
O 2.62962 5.52742 0.61114
O 1.12359 5.33253 -1.46641
O 3.40273 6.53519 -1.68011
H 3.90719 6.32619 -3.73112
H 5.24690 6.06789 -2.79630
H 4.69358 3.72371 -2.57581
H 3.13981 4.12054 -3.45012
C 9.96298 -2.71026 -0.94867
C 11.03216 -2.90439 -2.04498
O 10.79290 -1.90714 -2.95726
S 9.89324 -0.61533 -2.41346
O 9.05186 -0.10748 -3.54774
O 10.67645 0.23291 -1.51251
O 9.02543 -1.71854 -1.47864
H 10.30739 -2.47567 0.05853
H 9.52933 -3.69464 -0.77249
H 10.97932 -3.88249 -2.52311
H 12.03714 -2.57255 -1.78419
C -5.29942 -4.24408 -1.40977
C -6.25319 -4.03838 -0.19387
O -5.81218 -5.05929 0.68001
S -5.32736 -6.45511 -0.16078
O -6.42280 -7.43905 -0.26078
O -4.06862 -6.96879 0.33586
O -5.19709 -5.59994 -1.59689
H -4.26059 -3.97998 -1.21180
H -5.60692 -3.75530 -2.33423
H -7.31795 -4.27017 -0.21985
H -6.07049 -3.02057 0.15077
C 7.83424 0.78982 3.75793
C 6.50274 1.26172 3.13977
O 5.52743 0.34349 3.64391
S 6.22874 -1.18356 3.96140
O 6.14018 -2.02004 2.79398
O 5.69859 -1.75012 5.21783
O 7.77850 -0.57003 4.04048
H 8.06004 1.24658 4.72151
H 8.62201 1.01743 3.03981
H 6.53635 1.23990 2.05051
H 6.17335 2.26453 3.41174
C 6.59526 -10.46540 2.03031
C 5.97868 -9.12430 2.41104
O 5.14579 -8.87950 1.19842
S 5.49006 -9.80298 -0.17038
O 6.09000 -8.93717 -1.21264
O 4.43131 -10.76215 -0.62028
O 6.70193 -10.61398 0.68208
H 5.89743 -11.21069 2.41199
H 7.57788 -10.56972 2.49040
H 6.61933 -8.24244 2.41272
H 5.41412 -9.25605 3.33409
C -1.79372 10.70619 0.04643
C -3.27187 10.42894 0.17723
O -3.22564 9.36413 1.07875
S -2.23605 9.68471 2.26183
O -1.63851 8.49117 2.86901
O -2.87452 10.71544 3.12036
O -1.20107 10.47754 1.29265
H -1.58757 11.70832 -0.32954
H -1.20620 9.98697 -0.52422
H -3.74586 10.19479 -0.77598
H -3.84187 11.27273 0.56610
C 0.68455 -6.01263 -7.33323
C -0.38394 -5.02959 -6.83975
O -0.71943 -5.48856 -5.56044
S -0.88027 -7.16630 -5.58728
O -2.18930 -7.51752 -5.97420
O -0.39588 -7.70320 -4.28424
O 0.16479 -7.27341 -6.88436
H 1.66205 -5.85592 -6.87712
H 0.73961 -5.88189 -8.41396
H -1.28121 -5.03764 -7.45858
H 0.00461 -4.01480 -6.75413
C -7.17434 6.10299 7.34817
C -8.40525 5.17955 7.75505
C -8.73568 4.48835 6.33429
O -7.52651 4.46055 5.59450
C -6.56540 5.25119 6.22042
H -6.42730 6.21516 8.13396
H -7.57385 7.06425 7.02495
H -9.16297 5.77799 8.26084
H -8.16318 4.34832 8.41729
H -9.49670 5.12417 5.88188
H -9.09815 3.47373 6.49933
H -6.14229 5.96044 5.50905
H -5.72934 4.69542 6.64496
*
```

E_LUMO	-2.6	eV
frontier orbital gap	8.08	eV
F_max	0.1533	hartree/bohr
molar mass	1356.4	g mol⁻¹

[2]
Density functional theory data (the ωB97M-V functional and the def2-TZVPD basis) for the ion C3H4NO3 with charge -1.

```
! RIJCOSX wB97M-V def2-TZVPD def2/J DEFGRID3
* xyz -1 1
C 1.45039 -0.58182 -1.11443
N 0.23065 -0.71460 -1.01505
C -0.56855 -0.52832 0.15922
O 0.06032 -0.68475 1.50963
C -1.10006 1.22108 0.23076
O -0.59918 1.68392 1.21042
O -1.91952 1.52528 -0.59838
H 1.90885 -0.54581 -2.16613
H 1.94022 -0.27151 -0.18025
H -1.38632 -1.28914 0.11721
H -0.01679 0.18566 1.84700
*
```

E_LUMO	4.2	eV
frontier orbital gap	8.13	eV
relative energy (zero: lowest compared OMol25 entry of this formula, charge and spin)	250.35	kJ/mol
F_max	0.0866	hartree/bohr
SMILES	C=N[C@@H](O)C(=O)[O-]
molar mass	102.1	g mol⁻¹

[3]
Density functional theory data (the ωB97M-V functional and the def2-TZVPD basis) for the molecule C4H4Cl2.

```
! RIJCOSX wB97M-V def2-TZVPD def2/J DEFGRID3
* xyz 0 1
C -0.34406 2.14907 -0.31944
C 0.47630 1.33439 0.51065
C 0.56490 -0.01647 0.16269
Cl 2.07918 -0.66114 -0.12464
C -0.43644 -0.79683 0.06994
Cl -2.16515 -0.57963 0.02021
H -0.99386 1.78502 -1.04083
H -0.13789 3.34782 -0.50402
H 1.29547 1.82206 1.13029
H -0.26642 -1.88283 -0.35326
*
```

E_LUMO	0.4	eV
frontier orbital gap	9.41	eV
relative energy (zero: lowest compared OMol25 entry of this formula, charge and spin)	163.62	kJ/mol
F_max	0.1449	hartree/bohr
SMILES	C=C/C(Cl)=C\Cl
molar mass	123.0	g mol⁻¹

[4]
Density functional theory data (the ωB97M-V functional and the def2-TZVPD basis) for a structure of composition C25H69N3O11S8.

```
! RIJCOSX wB97M-V def2-TZVPD def2/J DEFGRID3
* xyz 0 1
C -2.04321 -2.52852 1.32162
C -0.92357 -3.45507 1.65342
O -1.06748 -4.65909 1.48588
N 0.19525 -2.91259 2.28357
C 1.32751 -3.61315 2.99783
H -2.40947 -2.75491 0.32028
H -1.80676 -1.46617 1.38175
H -2.83400 -2.79080 2.02445
H 0.17161 -1.90489 2.34763
H 0.99732 -3.81371 4.01706
H 2.19157 -2.96236 3.13187
H 1.73752 -4.49817 2.51127
C -1.47523 -1.05339 -2.17212
C -2.59379 -1.86486 -1.56396
O -3.13534 -1.58920 -0.51389
N -2.87005 -2.93444 -2.28855
C -4.00489 -3.81592 -1.97298
H -0.75208 -1.72624 -2.63303
H -0.87937 -0.60689 -1.37607
H -1.87109 -0.24531 -2.78726
H -2.40534 -3.13164 -3.16335
H -3.63046 -4.79568 -1.67636
H -4.76856 -3.97845 -2.73356
H -4.53252 -3.48232 -1.07945
C -1.58375 4.44518 -1.64439
C -1.29989 2.93050 -1.54890
O -1.32046 2.38844 -0.43128
N -1.08578 2.34471 -2.72631
C -0.70541 0.98676 -2.93093
H -0.95958 4.98036 -2.36000
H -1.27030 4.81844 -0.66945
H -2.64119 4.67480 -1.77557
H -1.28168 2.96351 -3.50014
H -1.17007 0.26891 -2.25497
H 0.37851 0.88287 -2.88200
H -0.99555 0.70201 -3.94228
C 1.79767 -4.74006 -4.33306
S 1.48854 -4.61927 -2.56529
O 2.59501 -3.70676 -2.00138
C -0.14449 -3.69268 -2.64387
H 1.61019 -3.86997 -4.96225
H 1.11128 -5.48441 -4.73668
H 2.81908 -5.08743 -4.48855
H -0.36893 -3.10286 -1.75515
H -0.88647 -4.49086 -2.66586
H -0.19023 -3.13529 -3.57946
C -4.84422 1.39920 0.85379
S -3.17506 1.99391 1.46333
O -3.37369 2.63415 2.85240
C -2.41314 0.32481 1.65960
H -5.43720 2.31375 0.86118
H -5.20212 0.80148 1.69208
H -4.93945 0.91648 -0.11885
H -2.60795 -0.47011 0.93970
H -2.73403 -0.03799 2.63608
H -1.34363 0.53453 1.67564
C -2.30356 4.87766 2.65946
S -1.18343 4.32911 1.31477
O 0.04284 5.27806 1.44337
C -0.75873 2.69383 2.20795
H -3.05793 4.11524 2.85376
H -2.78891 5.81439 2.38546
H -1.77222 5.02747 3.59932
H -0.22768 1.99549 1.56111
H -1.57741 2.27853 2.79565
H -0.00768 2.97624 2.94569
C 1.67653 1.76837 3.43638
S 2.16967 1.91640 1.63964
O 2.81903 3.28581 1.53199
C 3.51396 0.68221 1.70505
H 1.29511 0.76309 3.61531
H 0.86629 2.42777 3.74749
H 2.50824 1.94146 4.11932
H 4.03194 0.67540 0.74601
H 3.09037 -0.27868 1.99721
H 4.34368 1.01041 2.33112
C 3.78823 -1.54971 5.93400
S 3.10616 -0.19970 4.94746
O 4.18125 0.39592 4.07628
C 2.07577 -1.25003 3.81491
H 4.34711 -1.04390 6.72134
H 4.40527 -2.24357 5.36311
H 3.00004 -2.06713 6.48095
H 1.56840 -1.96231 4.46556
H 2.78064 -1.62521 3.07297
H 1.27258 -0.73803 3.28496
C 0.16377 0.81173 0.11931
S 1.28910 -0.58804 0.54938
O 1.24589 -1.00804 2.03491
C 0.31376 -1.96792 -0.33322
H 0.02744 0.83782 -0.96181
H 0.55507 1.76978 0.46154
H -0.80370 0.60542 0.57707
H -0.75936 -1.98566 -0.14293
H 0.82397 -2.91549 -0.16029
H 0.51329 -1.97552 -1.40477
C 1.51157 3.90635 -2.87766
S 2.30109 3.40721 -1.27200
O 3.33157 4.47617 -0.87295
C 0.90943 3.47703 -0.05803
H 1.11740 4.90452 -2.68690
H 0.68214 3.22740 -3.07558
H 2.28454 3.91540 -3.64612
H 0.23306 4.31613 -0.22086
H 1.26751 3.57200 0.96709
H 0.46786 2.48688 -0.17082
C 1.09891 -1.60246 -4.76138
S 1.64988 -1.26712 -3.04058
O 0.28674 -0.86940 -2.37895
C 2.63873 0.24839 -3.35661
H 1.81329 -1.38690 -5.55591
H 0.23436 -0.95731 -4.91769
H 0.71050 -2.61200 -4.89589
H 3.17397 0.55776 -2.45888
H 1.96581 1.03217 -3.70441
H 3.30327 0.00578 -4.18584
*
```

E_LUMO	-0.5	eV
frontier orbital gap	7.22	eV
relative energy (zero: lowest compared OMol25 entry of this formula, charge and spin)	2888.29	kJ/mol
F_max	0.2687	hartree/bohr
molar mass	844.4	g mol⁻¹

[5]
Density functional theory data (the ωB97M-V functional and the def2-TZVPD basis) for the molecule C4H7NO2.

```
! RIJCOSX wB97M-V def2-TZVPD def2/J DEFGRID3
* xyz 0 1
H -1.23072 1.89114 0.99451
N -0.55292 1.18918 1.28977
C -0.72100 0.12706 0.63339
C -1.68003 -0.18003 -0.47762
O 0.12118 -0.94772 0.79921
C 1.48155 -0.72783 0.43899
C 1.60068 0.24327 -0.73578
O 1.87452 1.40972 -0.60729
H -2.47269 0.56044 -0.58843
H -1.09268 -0.20565 -1.40474
H -2.11303 -1.17313 -0.34382
H 2.07640 -0.35061 1.27462
H 1.84084 -1.71396 0.12973
H 1.39548 -0.18013 -1.74331
*
```

E_LUMO	0.6	eV
frontier orbital gap	10.52	eV
relative energy (zero: lowest compared OMol25 entry of this formula, charge and spin)	201.76	kJ/mol
F_max	0.0123	hartree/bohr
SMILES	[H]/N=C(\C)OCC=O
molar mass	101.1	g mol⁻¹

[6]
Density functional theory data (the ωB97M-V functional and the def2-TZVPD basis) for the ion C8H13N2O with charge +1.

```
! RIJCOSX wB97M-V def2-TZVPD def2/J DEFGRID3
* xyz 1 1
N -0.60325 -1.96606 0.33288
C -0.50649 -0.43556 0.46394
C 0.86253 0.07494 0.18643
N 1.22776 1.33227 0.04456
C 2.56169 1.41677 -0.21327
C 3.09126 0.15989 -0.30468
C 1.98900 -0.65599 -0.01740
O 2.05535 -2.02691 0.06900
C -1.51842 0.25872 -0.42695
C -3.00139 0.32646 -0.11969
C -2.10023 1.56539 -0.06215
H 0.36118 -2.46577 0.29930
H -1.05744 -2.09198 -0.61602
H -0.94414 -2.31804 1.29357
H -0.50277 -0.23728 1.52987
H 0.55075 2.10383 0.19534
H 2.86771 2.31644 -0.53757
H 4.00795 -0.12559 -0.62260
H 2.94730 -2.35952 0.00026
H -1.23886 0.24601 -1.46757
H -3.40270 0.22589 0.93588
H -3.67515 0.38774 -0.97210
H -2.06575 2.26184 -0.83821
H -1.90588 2.00651 0.84720
*
```

E_LUMO	-3.2	eV
frontier orbital gap	8.43	eV
relative energy (zero: lowest compared OMol25 entry of this formula, charge and spin)	234.26	kJ/mol
F_max	0.0692	hartree/bohr
SMILES	[NH3+][C@@H](c1[nH]ccc1O)C1CC1
molar mass	153.2	g mol⁻¹